[1]
This record from the OMol25 dataset describes one molecule with the formula C5H12N2 at a distorted geometry. The level of theory is wB97M-V/def2-TZVPD.

```
19
C5H12N2 (wB97M-V/def2-TZVPD)
N -0.373 1.940 1.165
C 0.782 1.450 0.479
C 0.500 0.940 -0.927
C -0.343 -0.323 -0.791
C 0.344 -1.706 -0.637
C -0.604 -1.999 0.486
N -1.052 -0.608 0.498
H -1.260 1.622 0.721
H -0.499 2.922 0.944
H 1.228 0.649 1.116
H 1.493 2.305 0.442
H 1.425 0.700 -1.462
H -0.005 1.725 -1.537
H -1.066 -0.334 -1.582
H 0.286 -2.419 -1.466
H 1.420 -1.660 -0.336
H -0.214 -2.418 1.431
H -1.420 -2.660 0.162
H -0.644 -0.128 1.296
```

## Properties
HOMO energy, eV: -8.622
SMILES string: NCC[C@H]1CCN1

=====

[2]
This record from the OMol25 dataset describes a 2-piece molecular cluster, C41H49BF6O2S overall at a distorted geometry. The level of theory is wB97M-V/def2-TZVPD.

```
100
C41H49BF6O2S (wB97M-V/def2-TZVPD)
C 2.727 -3.513 5.893
C 2.659 -2.777 4.590
C 2.509 -1.389 4.585
C 2.613 -0.640 3.412
C 2.520 0.853 3.579
C 2.791 -1.297 2.176
C 3.022 -0.517 0.874
C 4.397 0.179 0.887
C 1.900 0.493 0.538
C 0.538 -0.081 0.612
C -0.366 0.347 1.608
C -1.035 -0.628 2.433
C -0.756 -2.094 2.280
C -1.861 -0.210 3.471
C -2.026 1.142 3.778
C -2.962 1.572 4.861
C -1.318 2.089 3.032
C -0.510 1.747 1.956
C 0.165 2.861 1.220
C 2.796 -2.709 2.166
C 2.843 -3.471 0.867
C 2.761 -3.426 3.363
H 2.576 -4.585 5.744
H 3.706 -3.385 6.378
H 1.976 -3.137 6.600
H 2.367 -0.859 5.527
H 3.167 1.411 2.898
H 1.483 1.210 3.468
H 2.818 1.123 4.602
H 3.038 -1.225 0.033
H 5.189 -0.570 1.013
H 4.562 0.709 -0.060
H 4.481 0.900 1.707
H 1.987 1.318 1.246
H 2.062 0.926 -0.462
H 0.412 -1.070 0.173
H -1.380 -2.660 2.990
H -0.968 -2.477 1.273
H 0.298 -2.320 2.511
H -2.384 -0.964 4.066
H -2.687 2.558 5.245
H -3.994 1.636 4.490
H -2.953 0.856 5.688
H -1.435 3.146 3.281
H -0.477 3.753 1.239
H 1.118 3.155 1.693
H 0.314 2.623 0.164
H 2.786 -4.547 1.080
H 1.992 -3.223 0.210
H 3.772 -3.285 0.307
H 2.828 -4.517 3.325
C -2.120 -4.053 -3.764
C -1.745 -3.001 -2.792
C -2.281 -2.813 -1.525
C -1.839 -1.600 -0.896
C -0.922 -0.855 -1.621
B -1.035 0.910 -2.083
C 0.356 1.204 -2.892
C 0.335 2.143 -3.910
C 1.290 2.081 -4.923
C 1.098 2.945 -6.141
F 2.053 2.730 -7.091
F -0.118 2.698 -6.730
F 1.119 4.281 -5.833
C 2.351 1.186 -4.862
C 2.436 0.354 -3.755
C 3.519 -0.681 -3.661
F 4.191 -0.617 -2.457
F 2.989 -1.948 -3.728
F 4.449 -0.583 -4.647
C 1.469 0.384 -2.757
O -2.085 1.022 -3.066
C -3.262 1.451 -2.392
C -3.898 2.584 -3.193
C -4.215 0.267 -2.385
C -2.759 1.909 -0.933
C -2.966 3.381 -0.623
C -3.424 1.154 0.198
O -1.356 1.656 -0.935
S -0.614 -1.755 -3.144
H -1.912 -5.047 -3.354
H -3.199 -3.990 -3.960
H -1.568 -3.925 -4.701
H -3.015 -3.492 -1.089
H -2.171 -1.341 0.104
H -0.469 2.874 -3.980
H 3.103 1.158 -5.640
H 1.534 -0.319 -1.936
H -4.807 2.945 -2.690
H -3.193 3.415 -3.322
H -4.187 2.215 -4.185
H -5.141 0.502 -1.843
H -4.473 0.008 -3.419
H -3.736 -0.613 -1.945
H -4.042 3.603 -0.622
H -2.578 3.588 0.381
H -2.448 4.026 -1.342
H -4.510 1.321 0.179
H -3.235 0.082 0.148
H -3.030 1.525 1.151
```

## Properties
HOMO energy, eV: -7.720

=====

[3]
This record from the OMol25 dataset describes a 3-piece molecular cluster, C13H16F19O5PS overall at a distorted geometry. The level of theory is wB97M-V/def2-TZVPD.

```
55
C13H16F19O5PS (wB97M-V/def2-TZVPD)
F 0.013 -2.174 -3.083
C -0.287 -2.236 -4.398
F 0.626 -3.044 -4.982
C -0.236 -0.857 -5.066
F 1.019 -0.368 -5.015
F -0.528 -1.076 -6.379
C -1.229 0.218 -4.576
O -0.753 1.200 -3.666
C -0.761 0.993 -2.307
F -1.398 -0.154 -1.978
F -1.477 1.998 -1.755
C 0.654 1.044 -1.725
F 1.420 0.071 -2.270
F 0.587 0.777 -0.400
H -1.276 -2.688 -4.518
H -1.477 0.792 -5.467
H -2.166 -0.224 -4.239
H 1.118 2.009 -1.905
F 1.550 -1.249 1.061
C 0.355 -1.858 1.116
F -0.474 -1.061 1.843
C 0.449 -3.226 1.792
F 0.835 -3.081 3.077
F -0.823 -3.719 1.811
C 1.319 -4.300 1.109
O 2.629 -4.513 1.619
C 3.710 -3.784 1.172
F 3.392 -2.998 0.131
F 4.630 -4.670 0.731
C 4.357 -2.991 2.311
F 3.483 -2.112 2.836
F 5.411 -2.297 1.826
H -0.051 -1.946 0.104
H 0.808 -5.240 1.313
H 1.319 -4.192 0.025
H 4.698 -3.667 3.098
C 1.630 3.385 2.387
S 0.377 3.818 1.195
O 0.785 3.379 -0.127
O 0.083 5.228 1.317
P -1.557 2.758 1.624
C -3.313 1.992 1.874
O -4.364 2.875 1.448
C -4.734 3.800 2.355
F -5.848 4.403 1.905
F -3.793 4.756 2.545
F -5.003 3.273 3.569
H 1.305 3.612 3.391
H 1.904 2.344 2.269
H 2.497 3.984 2.136
H -1.115 1.646 0.899
H -2.149 3.808 0.882
H -1.321 2.818 3.021
H -3.358 1.147 1.197
H -3.472 1.592 2.871
```

## Properties
HOMO energy, eV: -8.891
SMILES string: FC(F)C(F)(F)COC(F)(F)C(F)F.FC(F)C(F)(F)COC(F)(F)C(F)F.CS(=O)(=O)[PH3]COC(F)(F)F

=====

[4]
This record from the OMol25 dataset describes C2H3NOS as an isolated structure at a distorted geometry. The level of theory is wB97M-V/def2-TZVPD.

```
8
C2H3NOS (wB97M-V/def2-TZVPD)
C 0.148 -0.916 0.444
C -0.517 1.801 0.355
N 0.617 0.325 0.330
O -1.460 2.041 -0.290
S 2.103 0.871 -0.045
H 1.069 -1.603 0.465
H -0.816 -1.364 0.625
H 0.126 2.533 0.857
```

## Properties
HOMO energy (alpha / beta), eV: -8.281 / -8.281

=====

[5]
This record from the OMol25 dataset describes C8H12B2CdF14O4 as an isolated structure at a distorted geometry. The level of theory is wB97M-V/def2-TZVPD.

```
41
C8H12B2CdF14O4 (wB97M-V/def2-TZVPD)
Cd 2.309 -0.583 0.767
C -1.628 -3.272 -2.621
O -2.954 -3.454 -2.174
O -0.961 -2.467 -1.661
C -1.024 -4.764 -3.074
F 0.261 -4.895 -2.729
F -1.534 -5.827 -2.439
F -1.117 -5.000 -4.387
C -3.975 -3.800 -3.133
C -4.947 -4.735 -2.411
H -5.809 -4.917 -3.052
H -4.521 -5.733 -2.312
H -5.220 -4.362 -1.423
H -3.722 -4.364 -4.031
H -4.556 -2.906 -3.363
H -1.749 -2.708 -3.546
C 1.947 4.653 0.419
O 0.627 4.609 0.958
O 2.203 3.276 0.186
C 2.174 5.689 -0.768
F 2.131 6.946 -0.361
F 3.271 5.567 -1.465
F 1.261 5.686 -1.677
C 0.072 5.716 1.773
C -1.041 5.082 2.541
H -1.907 4.796 1.944
H -0.698 4.225 3.121
H -1.332 5.841 3.266
H -0.314 6.500 1.120
H 0.742 5.987 2.588
H 2.641 4.978 1.194
B 5.636 -2.142 1.317
F 4.842 -2.184 0.227
F 6.826 -1.796 0.840
F 5.022 -1.195 2.050
F 5.594 -3.294 2.025
B 0.280 -1.006 4.088
F 0.934 0.121 3.686
F 0.852 -1.986 3.354
F 0.417 -1.202 5.448
F -1.035 -1.081 3.715
```

## Properties
HOMO energy, eV: -3.277
Charge: -2

=====

[6]
This record from the OMol25 dataset describes C53H41N2OP2PtS2 as an isolated structure at a distorted geometry. The level of theory is wB97M-V/def2-TZVPD.

```
102
C53H41N2OP2PtS2 (wB97M-V/def2-TZVPD)
Pt -0.393 0.320 0.636
O -0.049 -2.619 -0.271
S 0.946 -1.746 -0.970
C 2.555 -2.392 -0.646
C 2.822 -3.690 -1.016
C 4.105 -4.253 -0.910
C 5.114 -3.450 -0.458
C 6.590 -3.714 -0.313
C 7.163 -2.430 0.340
C 5.985 -1.499 0.453
C 5.875 -0.235 0.944
C 4.588 0.335 1.029
C 3.429 -0.279 0.592
P 1.885 0.439 1.313
C 2.239 2.210 1.504
C 2.782 2.927 0.438
C 2.987 4.291 0.548
C 2.647 4.953 1.720
C 2.071 4.251 2.769
C 1.850 2.887 2.657
C 1.948 -0.332 2.961
C 2.837 0.084 3.951
C 2.890 -0.586 5.160
C 2.074 -1.689 5.381
C 1.209 -2.121 4.388
C 1.141 -1.441 3.181
C 3.544 -1.562 -0.041
C 4.826 -2.141 -0.026
C 0.714 -2.054 -2.705
C 1.741 -2.362 -3.564
C 1.512 -2.777 -4.894
C 0.220 -2.928 -5.303
C -0.359 -3.453 -6.592
C -1.897 -3.346 -6.413
C -2.086 -2.779 -5.029
C -3.206 -2.474 -4.318
C -3.045 -1.844 -3.065
C -1.820 -1.566 -2.489
P -1.943 -0.355 -1.113
C -2.440 1.185 -1.959
C -2.552 2.326 -1.164
C -2.952 3.532 -1.709
C -3.206 3.628 -3.070
C -3.053 2.511 -3.876
C -2.677 1.294 -3.327
C -3.393 -0.964 -0.200
C -3.307 -2.245 0.339
C -4.344 -2.733 1.113
C -5.464 -1.949 1.357
C -5.549 -0.676 0.817
C -4.515 -0.179 0.037
C -0.642 -2.027 -3.151
C -0.826 -2.555 -4.437
H 2.016 -4.281 -1.429
H 4.274 -5.275 -1.212
H 7.036 -3.898 -1.293
H 6.778 -4.602 0.291
H 7.966 -1.991 -0.252
H 7.576 -2.636 1.329
H 6.728 0.316 1.318
H 4.517 1.300 1.512
H 3.067 2.414 -0.473
H 3.420 4.838 -0.277
H 2.821 6.015 1.811
H 1.790 4.766 3.678
H 1.381 2.351 3.470
H 3.487 0.932 3.786
H 3.571 -0.251 5.929
H 2.115 -2.211 6.326
H 0.578 -2.982 4.552
H 0.461 -1.784 2.402
H 2.758 -2.337 -3.200
H 2.350 -3.020 -5.531
H -0.046 -4.486 -6.757
H -0.008 -2.876 -7.448
H -2.388 -4.315 -6.512
H -2.345 -2.688 -7.159
H -4.200 -2.648 -4.703
H -3.942 -1.516 -2.556
H -2.314 2.272 -0.104
H -3.062 4.399 -1.072
H -3.510 4.571 -3.501
H -3.228 2.582 -4.939
H -2.565 0.442 -3.978
H -2.422 -2.846 0.161
H -4.276 -3.727 1.532
H -6.270 -2.333 1.965
H -6.420 -0.064 1.002
H -4.591 0.816 -0.379
C -0.790 5.377 0.841
C -1.608 4.478 1.708
C -2.665 4.943 2.486
C -3.368 4.010 3.223
N -3.073 2.716 3.198
C -2.049 2.383 2.425
S -1.712 0.642 2.396
N -1.294 3.185 1.691
H -0.952 6.425 1.083
H -1.054 5.216 -0.207
H 0.266 5.132 0.946
H -2.926 5.990 2.512
H -4.201 4.300 3.851
```

## Properties
2S+1: 3
HOMO energy (alpha / beta), eV: -9.574 / -10.341
<S²>: 2.01
Charge: +1

=====

[7]
This record from the OMol25 dataset describes a 2-piece molecular cluster, C5H13NP overall at a distorted geometry. The level of theory is wB97M-V/def2-TZVPD.

```
20
C5H13NP (wB97M-V/def2-TZVPD)
C 3.241 0.195 0.281
C 2.205 0.100 -0.490
C 4.465 0.763 -0.373
C -4.837 -0.062 0.064
C -3.396 -0.409 0.172
N -2.392 0.272 -0.070
P 0.829 -0.821 0.380
H 3.303 -0.146 1.234
H 1.838 0.513 -1.471
H 5.334 0.221 -0.048
H 4.418 0.671 -1.375
H 4.600 1.837 0.095
H -4.920 0.797 -0.620
H -5.409 -0.928 -0.268
H -5.238 0.075 1.093
H -3.021 -1.499 0.259
H -2.535 1.243 -0.250
H -1.422 -0.045 -0.227
H 1.529 -0.798 1.623
H 1.410 -1.978 -0.006
```

## Properties
HOMO energy, eV: -12.246
Charge: +1

=====

[8]
This record from the OMol25 dataset describes a 2-piece molecular cluster, C6H12N5 overall at a distorted geometry. The level of theory is wB97M-V/def2-TZVPD.

```
23
C6H12N5 (wB97M-V/def2-TZVPD)
C -0.037 -0.833 0.364
C -3.499 -0.416 -0.205
C 3.597 -0.091 -0.096
C 4.754 -0.834 0.105
C -1.536 1.021 0.868
C -0.406 0.491 0.261
N 0.466 -1.874 0.305
N 2.715 0.575 -0.397
N 0.355 1.462 -0.672
N -2.939 0.727 -0.017
N -2.897 -1.576 -0.360
H -4.556 -0.425 -0.440
H 4.153 -1.751 0.595
H 5.242 -1.110 -0.848
H 5.556 -0.560 0.821
H -1.513 2.084 0.742
H -1.775 0.568 1.876
H 1.405 1.262 -0.648
H -0.087 1.377 -1.533
H 0.156 2.472 -0.282
H -3.656 1.487 0.233
H -3.574 -2.228 -0.709
H -1.925 -1.828 0.036
```

## Properties
HOMO energy, eV: -10.999
Charge: +1